{"formula": "C33H34IN3PRuS", "method": "wB97M-V/def2-TZVPD", "elements": ["Ru", "C", "N", "C", "C", "C", "C", "C", "C", "C", "C", "H", "H", "H", "H", "H", "H", "H", "H", "H", "H", "H", "H", "I", "C", "C", "C", "C", "C", "C", "C", "C", "C", "P", "C", "C", "C", "C", "C", "C", "C", "C", "C", "C", "C", "C", "C", "H", "H", "H", "H", "H", "H", "H", "H", "H", "H", "H", "H", "H", "H", "H", "H", "C", "N", "C", "N", "S", "H", "H", "H", "H", "H", "H"], "positions_angstrom": [[0.692843, 0.514031, -0.660587], [1.109071, 1.731349, -3.537840], [0.059995, 1.092771, -2.745581], [-0.236747, -0.233170, -3.299506], [-1.174713, 1.907096, -2.696408], [-1.733943, 1.987183, -1.297858], [-3.006473, 2.490845, -1.043459], [-3.452677, 2.654562, 0.257948], [-2.617912, 2.337366, 1.324077], [-1.355267, 1.822717, 1.089175], [-0.927107, 1.611299, -0.216110], [0.821716, 1.815093, -4.590905], [2.024169, 1.136326, -3.476288], [1.305069, 2.731012, -3.155699], [-0.541927, -0.156065, -4.350506], [-1.054548, -0.692669, -2.734297], [0.652780, -0.871693, -3.267977], [-1.926979, 1.498742, -3.381563], [-0.950998, 2.924816, -3.034280], [-3.642607, 2.763936, -1.871925], [-4.443218, 3.047373, 0.439523], [-2.960561, 2.480265, 2.334837], [-0.716524, 1.570018, 1.930160], [2.308960, 0.628618, 1.821140], [1.803860, -0.724874, 3.410096], [2.498011, -0.431943, 4.570624], [2.394943, -1.247336, 5.693001], [1.612056, -2.373147, 5.623637], [0.892632, -2.693721, 4.453214], [0.144744, -3.887454, 4.446002], [-0.600524, -4.243348, 3.349505], [-0.632759, -3.393220, 2.251716], [0.108022, -2.216718, 2.197129], [-0.231084, -1.356573, 0.598706], [0.472057, -2.505719, -0.634575], [-0.124196, -3.693981, -1.059056], [0.576680, -4.551828, -1.889941], [1.865387, -4.240129, -2.300124], [2.448636, -3.036374, -1.924598], [1.748105, -2.161071, -1.112936], [-2.038841, -1.353842, 0.527575], [-2.712106, -0.913616, 1.671230], [-4.086602, -0.801074, 1.659271], [-4.801932, -1.114109, 0.513211], [-4.137047, -1.539948, -0.628624], [-2.758056, -1.641753, -0.633916], [0.932378, -1.837730, 3.293347], [3.147328, 0.429866, 4.607170], [2.945342, -1.004886, 6.588025], [1.533719, -3.032431, 6.475395], [0.175822, -4.525305, 5.317438], [-1.162365, -5.162410, 3.334131], [-1.264607, -3.655906, 1.414899], [-1.124937, -3.958555, -0.750755], [0.120950, -5.479186, -2.201356], [2.417329, -4.930334, -2.917316], [3.451683, -2.794423, -2.246472], [2.237431, -1.212885, -0.802699], [-2.152134, -0.681190, 2.566370], [-4.602677, -0.471085, 2.545249], [-5.875598, -1.017921, 0.513011], [-4.695017, -1.805417, -1.513894], [-2.252271, -2.005414, -1.518789], [3.824020, 5.914905, -2.660373], [3.556202, 4.581571, -2.151843], [2.650877, 4.291626, -1.239119], [1.850977, 5.219755, -0.736984], [2.537041, 2.643526, -0.694585], [4.561412, 5.847523, -3.455503], [4.222751, 6.565656, -1.879522], [2.919252, 6.364514, -3.072269], [4.163692, 3.839180, -2.473346], [1.970117, 6.191014, -0.992667], [1.236895, 5.015899, 0.035239]], "forces_ev_per_angstrom": [[1.49, 1.34, 0.29], [0.71, 0.29, -0.28], [-0.06, -0.75, 1.47], [-0.10, -0.71, -0.35], [-0.81, 0.48, 0.27], [0.39, -0.24, 0.12], [0.23, 0.04, 0.00], [0.11, -0.02, 0.11], [-0.16, 0.33, -0.31], [0.36, -0.15, 0.02], [-0.48, -0.24, -0.17], [-0.20, -0.15, 0.09], [-0.09, 0.11, -0.03], [-0.02, -0.14, -0.03], [-0.03, 0.09, 0.12], [0.16, 0.07, -0.10], [-0.15, 0.12, 0.05], [0.22, 0.03, -0.04], [0.09, -0.19, -0.02], [-0.10, 0.07, -0.11], [-0.03, -0.03, 0.02], [-0.02, 0.05, 0.20], [-0.08, -0.05, -0.04], [-0.99, -0.58, -0.56], [0.15, 0.08, 0.27], [-0.19, 0.32, -1.06], [-0.38, -0.71, 0.19], [0.38, 0.54, 0.06], [0.09, 0.20, -0.12], [-0.31, -0.08, -0.53], [0.32, -0.06, 0.52], [0.14, 0.66, -0.38], [0.03, 0.40, -0.04], [-0.82, -0.86, -0.12], [0.19, 1.10, -0.16], [-0.19, 0.05, -0.14], [-0.14, 0.05, 0.16], [0.17, 0.27, 0.02], [0.12, -0.03, -0.15], [0.09, 0.34, 0.25], [0.57, 0.40, -0.03], [0.10, -0.19, 0.00], [0.01, -0.02, 0.08], [0.10, 0.05, -0.02], [-0.02, -0.06, -0.12], [0.14, -0.12, -0.07], [0.09, -0.11, 0.12], [0.08, 0.11, 0.04], [0.04, 0.04, 0.06], [0.01, -0.08, 0.04], [-0.03, 0.00, 0.08], [-0.09, -0.10, 0.00], [-0.06, -0.07, 0.06], [-0.03, -0.02, 0.07], [-0.04, -0.09, -0.01], [0.06, -0.09, -0.09], [0.01, 0.02, -0.05], [0.01, -0.62, -0.01], [-0.04, 0.01, 0.11], [-0.09, 0.04, 0.14], [-0.15, -0.05, -0.03], [-0.05, 0.00, -0.06], [-0.01, 0.04, -0.05], [0.05, 0.56, -0.01], [0.03, -0.26, 0.05], [-0.57, -0.16, -0.07], [0.18, 0.36, -0.19], [-0.08, -1.34, 0.29], [-0.03, -0.04, 0.04], [0.02, -0.04, 0.02], [-0.01, -0.06, -0.03], [-0.23, -0.06, 0.15], [-0.07, -0.02, 0.06], [0.04, -0.12, -0.08]], "lowdin_charge": [0.834, -0.093, -0.328, -0.062, -0.116, -0.218, -0.010, -0.035, -0.064, -0.145, -0.250, 0.122, 0.095, 0.054, 0.125, 0.081, 0.089, 0.146, 0.145, 0.131, 0.125, 0.124, 0.075, 1.186, -0.518, -0.135, -0.025, 0.022, -0.134, 0.033, -0.013, -0.070, -0.265, 1.053, -0.354, -0.062, -0.012, -0.009, -0.040, -0.157, -0.361, -0.090, -0.035, -0.015, -0.033, -0.082, -0.188, 0.100, 0.131, 0.135, 0.138, 0.129, 0.102, 0.111, 0.131, 0.130, 0.127, 0.053, 0.119, 0.126, 0.127, 0.124, 0.091, -0.024, -0.018, -0.791, 0.170, 0.548, 0.109, 0.111, 0.104, 0.144, 0.126, 0.123], "charge": 3, "molar_mass_g_mol": 763.7, "de_lowest_kcal_mol": 59.2, "e_homo_ev": [-15.93, -15.93], "gap_ev": [4.5250, 4.5515]}